80
Properties=species:S:1:pos:R:3 method="wB97M-V/def2-TZVPD" charge=-1 de_lowest_kcal_mol=55.8 homo_energy_ev="-3.657 / -3.765" energy_ha=-4515.8390 s2=1.1074 multiplicity=2 max_force_ha_per_bohr=0.079
Ru -0.406 -0.233 -0.434
N -0.740 2.773 3.146
C -0.387 1.815 2.201
S -1.284 0.336 2.246
N 0.541 2.138 1.371
N 0.888 1.386 0.334
C 1.935 1.837 -0.402
C 2.424 3.203 -0.274
C 1.554 4.282 -0.061
C 2.015 5.582 -0.081
C 3.363 5.852 -0.278
C 4.251 4.791 -0.388
C 3.794 3.489 -0.377
C 2.527 0.943 -1.334
C 3.360 1.374 -2.395
C 3.932 0.461 -3.236
C 3.675 -0.902 -3.039
C 2.785 -1.247 -2.043
N 2.202 -0.374 -1.237
H -1.138 2.372 3.982
H 0.000 3.438 3.327
H 0.510 4.082 0.123
H 1.320 6.404 0.050
H 3.722 6.874 -0.314
H 5.312 4.991 -0.484
H 4.497 2.669 -0.422
H 3.505 2.432 -2.548
H 4.566 0.785 -4.050
H 4.136 -1.659 -3.652
H 2.522 -2.284 -1.890
C -5.120 -2.335 -1.032
Si -3.530 -1.551 -1.776
C -3.088 -2.668 -3.270
C -4.117 0.154 -2.446
C -2.220 -1.568 -0.413
H -5.923 -2.354 -1.762
H -5.478 -1.798 -0.159
H -4.928 -3.358 -0.728
H -2.970 -2.095 -4.185
H -3.859 -3.413 -3.442
H -2.156 -3.198 -3.099
H -4.813 0.016 -3.268
H -3.286 0.749 -2.814
H -4.629 0.730 -1.680
H -1.903 -2.611 -0.331
H -2.677 -1.328 0.556
Cl 0.754 -3.676 -0.753
Si 0.649 -2.066 0.648
Cl 2.598 -2.107 1.428
Cl -0.351 -3.080 2.194
Te -0.319 -0.468 -3.072
C -0.288 -0.114 -5.186
C -0.428 1.037 -5.905
C -0.266 0.866 -7.295
C 0.000 -0.420 -7.638
S 0.052 -1.441 -6.250
H -0.639 1.987 -5.445
H -0.346 1.670 -8.007
H 0.175 -0.828 -8.615
C -4.608 3.707 -0.714
N -3.520 3.132 0.051
C -3.961 2.350 1.182
C -2.403 2.684 -0.658
N -1.978 1.472 -0.635
N -1.813 3.643 -1.418
C -0.803 3.261 -2.377
C -1.893 5.037 -1.048
H -5.455 3.013 -0.751
H -4.292 3.910 -1.734
H -4.955 4.634 -0.250
H -4.565 2.993 1.822
H -3.097 2.005 1.750
H -4.572 1.483 0.893
H -2.630 0.866 -0.138
H -1.198 2.468 -3.019
H 0.108 2.887 -1.898
H -0.556 4.130 -2.985
H -2.527 5.598 -1.745
H -0.895 5.478 -1.060
H -2.302 5.122 -0.042